one | Here is a cluster of 2 separate species, CH3Br2P in total from OMol25. Energies are from ωB97M-V with the def2-TZVPD basis set.

XYZ file:
```
7
Properties=species:S:1:pos:R:3:mulliken_charge:R:1
C 0.67 0.06 -0.16 -0.707
P -0.99 -0.09 -0.55 0.177
Br 0.90 -2.04 2.10 -0.248
Br -2.09 1.49 0.46 -0.128
H 1.08 0.55 0.66 0.459
H 1.13 -0.62 -0.87 0.363
H -0.70 0.66 -1.63 0.082
```

Summary:
Gap between HOMO and LUMO (spin up / spin down), eV: 5.9004 / 8.3945

two | Here is a structure of composition CH3Br2P from OMol25. Energies are from ωB97M-V with the def2-TZVPD basis set.

XYZ file:
```
7
Properties=species:S:1:pos:R:3:mulliken_charge:R:1
C 0.63 0.13 -0.16 -0.316
P -0.53 -0.92 0.78 -0.008
Br 2.38 -0.66 0.33 -0.093
Br 0.82 2.00 0.06 -0.025
H 0.35 -0.17 -1.27 0.378
H -2.09 -0.52 -0.98 -0.023
H -1.54 0.13 1.24 0.087
```

Summary:
Gap between HOMO and LUMO (spin up / spin down), eV: 8.6892 / 8.0987

three | Here is a structure of composition CH3Br2P from OMol25. Energies are from ωB97M-V with the def2-TZVPD basis set.

XYZ file:
```
7
Properties=species:S:1:pos:R:3:mulliken_charge:R:1
C 2.27 -0.17 -0.41 -0.311
P -2.92 -0.38 0.40 -0.073
Br 3.75 -1.23 0.00 -0.038
Br 2.33 1.64 0.02 -0.033
H 1.77 -0.41 -1.33 0.379
H -3.63 -0.13 1.58 0.039
H -3.57 0.67 -0.26 0.037
```

Summary:
Gap between HOMO and LUMO (spin up / spin down), eV: 8.3865 / 7.2415

The most stable arrangement is one, and the next structure is 1.157 eV less stable.

one | Here is the molecule C4H3N3S from OMol25. Energies are from ωB97M-V with the def2-TZVPD basis set.

XYZ file:
```
11
Properties=species:S:1:pos:R:3:mulliken_charge:R:1
C 0.54 0.82 -0.37 0.095
C -0.86 0.31 -0.14 0.061
C -1.94 -0.13 0.18 0.360
C -3.21 -0.84 -0.14 0.204
H 1.92 -2.17 1.07 0.180
H 2.50 0.40 0.42 0.284
H 1.56 2.47 0.05 0.212
N 1.55 -0.12 -0.05 -0.335
N 0.59 2.16 -0.34 -0.558
N -4.40 -1.00 -0.35 -0.412
S 1.74 -1.90 -0.33 -0.091
```

Summary:
SMILES: [H]/N=C(/C#CC#N)NS
Gap between HOMO and LUMO, eV: 9.1084

two | Here is the molecule C4H3N3S from OMol25. Energies are from ωB97M-V with the def2-TZVPD basis set.

XYZ file:
```
11
Properties=species:S:1:pos:R:3:mulliken_charge:R:1
C 1.34 0.56 -0.28 -0.166
C -1.07 0.32 -0.10 -0.454
C 0.16 -0.30 -0.30 0.589
C -0.14 -1.63 -0.09 0.135
N 2.51 0.28 -0.03 -0.201
N -1.37 -1.84 0.22 -0.628
N -1.99 -0.61 0.25 0.120
S 4.02 0.61 0.19 -0.124
H 0.88 1.64 -0.37 0.183
H -1.30 1.43 0.00 0.277
H -3.03 -0.46 0.51 0.270
```

Summary:
Gap between HOMO and LUMO (spin up / spin down), eV: 7.1150 / 7.2145

The most stable arrangement is two, and the next structure is 0.237 eV less stable.

one | Here is a cluster of 2 separate species, C4H12N2P in total from OMol25. Energies are from ωB97M-V with the def2-TZVPD basis set.

XYZ file:
```
19
Properties=species:S:1:pos:R:3:mulliken_charge:R:1
C -2.71 0.06 -0.27 -1.342
C 2.35 -2.27 0.42 -0.330
C -1.41 0.88 -0.50 -0.272
C -0.63 1.07 0.83 -0.693
N 0.17 -0.18 0.88 -0.163
N 1.25 -0.19 0.33 0.081
P 2.12 1.10 -0.42 -0.012
H -3.35 0.64 0.47 0.330
H -3.18 -0.07 -1.18 0.375
H -2.65 -0.80 0.33 0.415
H 3.41 -1.93 0.46 0.250
H 1.87 -2.42 -0.58 0.337
H 2.13 -2.69 1.43 0.300
H -1.58 1.87 -0.84 0.363
H -0.93 0.37 -1.32 0.358
H 0.06 1.89 0.90 0.404
H -1.35 1.15 1.60 0.353
H 1.21 1.18 -1.58 0.136
H 3.22 0.34 -0.98 0.111
```

Summary:
Total charge: +1
Gap between HOMO and LUMO (spin up / spin down), eV: 7.4990 / 7.5098

two | Here is a cluster of 3 separate species, C4H12N2P in total from OMol25. Energies are from ωB97M-V with the def2-TZVPD basis set.

XYZ file:
```
19
Properties=species:S:1:pos:R:3:mulliken_charge:R:1
C 1.50 -0.06 -0.09 -0.655
C 1.17 -1.58 0.13 -0.601
C 0.26 0.62 0.53 0.038
C -0.86 -0.40 0.15 -0.255
N 0.11 1.99 0.01 -0.552
N -0.30 -1.60 0.06 -0.028
P -2.66 -0.16 -0.06 -0.024
H 2.31 0.36 0.49 0.401
H 1.68 0.02 -1.10 0.402
H 1.68 -2.31 -0.68 0.291
H 1.36 -2.04 1.04 0.361
H 0.11 0.44 1.67 0.334
H -0.81 0.42 -1.45 -0.053
H -0.03 2.63 0.78 0.269
H 0.92 2.28 -0.52 0.284
H -0.42 1.22 -1.60 0.268
H -0.93 -2.38 0.12 0.268
H -2.70 1.18 0.43 0.111
H -3.18 -0.73 1.30 0.141
```

Summary:
Total charge: +1
Gap between HOMO and LUMO, eV: 9.5452

The most stable arrangement is two, and the next structure is 1.916 eV less stable.

one | Here is a structure of composition C23H21Co2O6 from OMol25. Energies are from ωB97M-V with the def2-TZVPD basis set.

XYZ file:
```
52
Properties=species:S:1:pos:R:3:mulliken_charge:R:1
O 1.50 1.04 -4.31 -0.430
C 1.56 0.20 -3.52 -0.114
Co 1.69 -1.02 -2.24 -0.284
C 3.13 -2.00 -2.23 0.110
O 4.10 -2.62 -2.20 -0.461
C 2.41 0.22 -1.24 0.344
O 2.84 1.06 -0.57 -0.433
C 0.19 -1.23 -0.99 0.486
C -0.93 -0.46 -1.15 -0.439
C -1.43 0.77 -0.67 0.881
C -1.13 1.19 0.64 1.316
C -1.32 2.62 1.03 -1.222
C -1.29 3.60 -0.14 -0.853
C -2.22 3.10 -1.27 -0.953
C -1.93 1.66 -1.74 -0.238
Co -0.73 -1.65 -2.50 -0.215
C -2.01 -2.86 -2.34 0.024
O -2.85 -3.65 -2.28 -0.459
C 0.49 -2.62 -3.45 0.056
O 0.85 -3.45 -4.17 -0.484
C -1.30 -0.76 -3.90 -0.154
O -1.66 -0.25 -4.88 -0.417
H 0.38 -1.89 -0.13 0.766
H -0.07 0.76 1.00 -0.580
H -2.26 2.75 1.58 0.373
H -0.53 2.88 1.73 0.339
H -1.58 4.60 0.21 0.386
H -0.26 3.66 -0.55 0.301
H -3.27 3.15 -0.91 0.309
H -2.11 3.76 -2.14 0.435
H -1.13 1.72 -2.51 0.187
H -2.83 1.21 -2.19 0.299
C -0.91 0.71 3.35 -1.768
C -0.59 0.01 2.02 3.357
C -1.64 -1.08 1.98 -2.306
C 0.80 -0.67 2.23 -0.603
C 1.03 -2.05 2.05 -0.461
C 2.35 -2.55 1.94 -0.548
C 3.43 -1.64 2.00 -0.450
C 3.20 -0.27 2.30 -0.702
C 1.89 0.20 2.38 -0.424
H -0.30 0.28 4.17 0.388
H -0.76 1.79 3.35 0.384
H -1.98 0.53 3.55 0.379
H -1.46 -1.68 2.90 0.627
H -2.63 -0.62 2.06 0.546
H -1.67 -1.73 1.10 0.122
H 0.19 -2.74 1.94 0.276
H 2.52 -3.65 1.83 0.331
H 4.45 -2.00 1.81 0.369
H 4.07 0.40 2.51 0.313
H 1.71 1.26 2.57 0.295
```

Summary:
Total charge: -1
Gap between HOMO and LUMO, eV: 5.3842

two | Here is a structure of composition C23H21Co2O6 from OMol25. Energies are from ωB97M-V with the def2-TZVPD basis set.

XYZ file:
```
52
Properties=species:S:1:pos:R:3:mulliken_charge:R:1
O -0.90 0.57 -2.14 -0.365
C -0.65 0.89 -1.08 0.229
Co -0.33 1.33 0.65 -0.129
C 0.85 2.71 0.73 0.241
O 1.58 3.59 0.80 -0.355
C -1.95 1.80 1.25 0.346
O -2.99 2.05 1.63 -0.332
C 0.49 0.11 2.09 -0.735
C -0.11 -0.68 1.04 -0.449
C -1.53 -1.14 1.14 1.775
C -2.29 -0.83 2.19 -0.247
C -3.76 -1.01 2.18 -0.745
C -4.30 -0.99 0.74 -0.892
C -3.59 -2.06 -0.11 -0.927
C -2.06 -1.89 -0.06 -0.265
Co 1.92 -0.89 0.98 -0.108
C 2.32 -2.26 2.08 0.056
O 2.54 -3.12 2.79 -0.346
C 3.17 0.44 0.99 0.160
O 3.95 1.27 0.99 -0.321
C 1.77 -1.50 -0.72 0.042
O 1.65 -1.90 -1.78 -0.329
H 0.46 -0.38 3.06 0.210
H -1.85 -0.29 3.01 0.224
H -4.01 -1.95 2.67 0.464
H -4.25 -0.22 2.76 0.298
H -5.39 -1.14 0.72 0.407
H -4.13 0.00 0.30 0.237
H -3.86 -3.06 0.27 0.342
H -3.96 -2.04 -1.15 0.398
H -1.73 -1.37 -0.97 0.202
H -1.56 -2.87 -0.09 0.251
C -3.34 0.05 5.89 -1.451
C -1.91 0.42 6.02 1.442
C -0.98 -0.64 6.50 -1.630
C -1.47 1.70 5.65 1.047
C -0.15 2.16 5.91 -0.599
C 0.22 3.45 5.64 -0.676
C -0.69 4.34 5.08 -0.524
C -1.97 3.92 4.77 -0.650
C -2.37 2.64 5.05 -0.616
H -3.99 0.85 6.25 0.410
H -3.61 -0.17 4.86 -0.020
H -3.58 -0.83 6.49 0.442
H -0.12 -0.24 7.02 0.379
H -1.49 -1.31 7.20 0.454
H -0.62 -1.25 5.67 0.199
H 0.57 1.50 6.36 0.131
H 1.21 3.79 5.88 0.384
H -0.39 5.36 4.88 0.362
H -2.66 4.61 4.31 0.362
H -3.36 2.32 4.79 0.213
```

Summary:
Total charge: -1
Gap between HOMO and LUMO, eV: 2.4531

The most stable arrangement is two, and the next structure is 0.733 eV less stable.

one | Here is the ion C4H9NOS with charge +1 from OMol25. Energies are from ωB97M-V with the def2-TZVPD basis set.

XYZ file:
```
16
Properties=species:S:1:pos:R:3:mulliken_charge:R:1
O 2.92 0.66 1.20 -0.412
C 1.75 0.71 1.43 -0.254
C 0.70 0.50 0.33 0.462
C -0.62 -0.03 0.95 -0.728
C -1.80 0.23 0.01 -0.695
S -1.86 -0.87 -1.40 0.086
N 1.20 -0.41 -0.63 -0.298
H 1.44 0.70 2.49 0.357
H 0.57 1.51 -0.08 0.315
H -0.78 0.53 1.87 0.401
H -0.48 -1.10 1.08 0.365
H -2.73 0.03 0.55 0.380
H -1.78 1.25 -0.34 0.425
H -0.86 -0.40 -2.15 0.145
H 1.03 -0.42 -1.62 0.196
H 2.17 -0.74 -0.57 0.255
```

Summary:
2S+1: 2
Total charge: +1
Expectation value of S²: 0.758
Gap between HOMO and LUMO (spin up / spin down), eV: 10.8730 / 5.2568

two | Here is the ion C4H9NOS with charge +1 from OMol25. Energies are from ωB97M-V with the def2-TZVPD basis set.

XYZ file:
```
16
Properties=species:S:1:pos:R:3:mulliken_charge:R:1
C 1.31 0.54 0.08 -0.903
N 0.54 1.47 -0.64 -0.126
C -0.75 1.78 -0.34 -0.177
O -1.49 2.32 -1.10 -0.511
C 0.58 -0.78 0.23 -0.519
C -0.72 -0.96 0.77 -0.048
S -1.77 -2.18 -0.19 0.221
H 2.44 0.38 -0.22 0.415
H 1.41 0.88 1.12 0.309
H 1.01 1.61 -1.54 0.273
H -1.10 1.66 0.61 0.547
H 0.48 -1.04 -0.85 0.342
H 1.28 -1.64 0.58 0.336
H -1.01 -1.24 1.83 0.431
H -1.37 -0.07 0.72 0.108
H -0.83 -2.72 -1.07 0.301
```

Summary:
2S+1: 2
Total charge: +1
Expectation value of S²: 0.754
Gap between HOMO and LUMO (spin up / spin down), eV: 9.2635 / 4.3240

The most stable arrangement is one, and the next structure is 1.137 eV less stable.

one | Here is a structure of composition C30H25ClN8O3PtS2 from OMol25. Energies are from ωB97M-V with the def2-TZVPD basis set.

XYZ file:
```
70
Properties=species:S:1:pos:R:3:mulliken_charge:R:1
Pt 0.91 -1.37 0.91 0.547
Cl 6.09 -5.34 4.07 -0.190
C 4.84 -4.63 3.11 -0.003
C 4.61 -5.11 1.81 -0.539
C 3.63 -4.57 1.02 -0.486
C 2.82 -3.50 1.48 0.326
O 1.93 -3.06 0.63 -0.377
C 3.04 -3.04 2.81 0.353
C 2.24 -2.06 3.45 0.370
N 1.29 -1.39 2.87 -0.233
C 0.40 -0.55 3.57 -0.294
C 0.11 -0.62 4.89 -0.312
C -0.79 0.33 5.51 -0.897
C -1.33 1.33 4.81 -1.207
C -1.06 1.47 3.39 1.173
C -1.68 2.38 2.63 -1.588
C -1.31 2.53 1.21 1.219
C -0.13 1.69 0.74 -1.099
N 0.02 0.41 1.45 -0.270
C -0.20 0.47 2.73 1.142
C 4.06 -3.63 3.60 -1.080
H 5.22 -5.92 1.43 0.427
H 3.45 -4.93 0.02 0.443
H 2.42 -1.89 4.50 0.380
H 0.55 -1.39 5.50 0.513
H -1.00 0.22 6.57 0.425
H -1.99 2.05 5.28 0.414
H -2.44 3.04 3.03 0.515
H -1.11 3.58 0.99 0.369
H 0.81 2.24 0.89 0.498
H 4.22 -3.27 4.61 0.422
N -2.87 6.56 -4.30 -0.434
C -2.64 5.46 -3.57 1.107
C -3.46 4.32 -3.70 -0.947
C -3.23 3.20 -2.96 -0.533
C -2.16 3.18 -2.05 0.442
C -1.32 4.29 -1.92 -0.344
C -1.55 5.42 -2.67 -1.023
S -1.93 1.79 -1.11 1.139
O -2.61 0.65 -1.61 -0.683
O -2.42 2.10 0.36 -0.437
N -0.36 1.65 -0.68 0.906
C 0.67 1.49 -1.65 -0.285
N 1.88 1.37 -1.16 -0.255
C 2.84 1.20 -2.08 -0.241
C 2.56 1.16 -3.43 -0.575
C 1.24 1.32 -3.81 -0.346
N 0.27 1.49 -2.91 -0.256
H -3.64 6.60 -4.95 0.206
H -2.29 7.38 -4.21 0.207
H -4.29 4.34 -4.40 0.350
H -3.86 2.33 -3.07 0.521
H -0.46 4.27 -1.25 0.362
H -0.90 6.27 -2.58 0.338
H 3.85 1.10 -1.70 0.515
H 3.34 1.02 -4.17 0.454
H 0.93 1.31 -4.84 0.510
C -0.39 -4.53 -0.14 -0.582
N -1.15 -3.78 -1.13 0.180
C -2.26 -4.31 -1.79 -0.281
C -2.65 -3.41 -2.71 -0.635
N -1.78 -2.34 -2.59 0.114
C -0.86 -2.58 -1.63 -0.104
S 0.43 -1.46 -1.39 -0.248
H -1.05 -5.27 0.31 0.365
H -0.03 -3.86 0.63 0.123
H 0.46 -5.02 -0.61 0.271
H -2.66 -5.27 -1.53 0.455
H -3.45 -3.42 -3.42 0.447
H -1.80 -1.49 -3.12 0.238
```

Summary:
Total charge: +2
Gap between HOMO and LUMO, eV: 5.4240

two | Here is a structure of composition C30H25ClN8O3PtS2 from OMol25. Energies are from ωB97M-V with the def2-TZVPD basis set.

XYZ file:
```
70
Properties=species:S:1:pos:R:3:mulliken_charge:R:1
Pt -0.52 0.65 -1.32 2.778
Cl -1.04 -6.41 1.02 -0.184
C -0.75 -4.93 0.21 0.033
C -0.04 -4.94 -1.01 -0.609
C 0.14 -3.77 -1.68 -0.670
C -0.39 -2.52 -1.22 0.453
O -0.25 -1.50 -1.95 -0.632
C -1.04 -2.52 0.08 0.258
C -1.49 -1.34 0.75 -0.290
N -1.76 -0.17 0.25 -0.344
C -2.28 0.84 1.04 0.732
C -2.99 0.61 2.21 -0.419
C -3.44 1.66 3.01 -1.099
C -3.21 2.96 2.64 -0.915
C -2.56 3.25 1.42 0.800
C -2.32 4.57 0.97 -0.621
C -1.72 4.77 -0.24 -0.905
C -1.32 3.67 -0.99 0.088
N -1.51 2.43 -0.58 -0.115
C -2.11 2.18 0.60 0.148
C -1.18 -3.74 0.76 -1.317
H 0.36 -5.86 -1.39 0.463
H 0.70 -3.74 -2.60 0.503
H -1.63 -1.49 1.82 0.460
H -3.22 -0.40 2.52 0.689
H -3.96 1.44 3.93 0.445
H -3.51 3.78 3.28 0.470
H -2.62 5.40 1.60 0.486
H -1.55 5.77 -0.62 0.460
H -0.86 3.79 -1.97 0.450
H -1.68 -3.75 1.71 0.501
N 4.03 -0.87 5.65 -0.456
C 3.46 -0.16 4.67 1.161
C 4.24 0.68 3.84 -0.908
C 3.66 1.41 2.83 -0.259
C 2.28 1.33 2.65 -0.348
C 1.50 0.49 3.43 -0.422
C 2.07 -0.24 4.43 -0.951
S 1.43 2.29 1.43 1.170
O 0.14 2.64 1.96 -0.565
O 2.24 3.33 0.89 -0.724
N 1.13 1.15 0.26 -0.140
C 2.12 0.96 -0.61 0.241
N 1.73 0.76 -1.89 -0.308
C 2.65 0.56 -2.82 -0.099
C 4.00 0.56 -2.50 -1.073
C 4.31 0.76 -1.16 -0.216
N 3.40 0.94 -0.24 -0.323
H 5.02 -0.81 5.82 0.199
H 3.47 -1.46 6.25 0.194
H 5.30 0.76 4.03 0.334
H 4.23 2.07 2.20 0.541
H 0.43 0.47 3.23 0.477
H 1.47 -0.87 5.07 0.328
H 2.30 0.44 -3.83 0.518
H 4.76 0.40 -3.24 0.422
H 5.34 0.76 -0.81 0.478
C -0.45 -1.63 -5.16 -0.771
N -1.73 -1.54 -4.51 0.335
C -2.67 -2.53 -4.42 -0.126
C -3.70 -2.04 -3.69 -0.624
N -3.38 -0.77 -3.35 0.175
C -2.16 -0.47 -3.84 -0.081
S -1.36 1.04 -3.71 -0.295
H -0.33 -2.62 -5.59 0.307
H 0.34 -1.46 -4.42 0.208
H -0.37 -0.88 -5.94 0.333
H -2.54 -3.49 -4.89 0.478
H -4.63 -2.50 -3.41 0.460
H -3.96 -0.12 -2.83 0.233
```

Summary:
Total charge: +2
Gap between HOMO and LUMO (spin up / spin down), eV: 3.6569 / 3.6428

The most stable arrangement is one, and the next structure is 2.191 eV less stable.